No. 1
C30H65N2NbPS2 | ωB97M-V with the def2-TZVPD basis set

Results
Net charge ... -1
Highest occupied orbital energy ... -5.12 eV
Spin multiplicity ... 1
Frontier orbital gap ... 6.818 eV

Last column: Löwdin charge in e.
Atoms and positions in Å:
S1 -1.43114 -11.55727 -4.36087  0.566
C1 -0.57744 -10.49674 -5.16169  -1.068
N1 0.15229 -9.84199 -5.83954  -0.169
Nb1 1.31568 -8.44891 -4.72317  1.046
P1 0.20453 -6.44520 -5.99732  0.046
S2 -1.69058 -6.49521 -5.39944  -0.045
C2 2.26053 -7.05789 -3.25388  -0.384
C3 2.37574 -7.38666 -1.90983  -0.157
C4 2.98754 -6.50771 -1.05107  -0.107
C5 3.44359 -5.31079 -1.55071  -0.204
N2 3.37102 -4.94533 -2.81603  0.053
C6 2.78966 -5.82719 -3.63523  -0.237
H1 0.13265 -8.72735 -3.34209  -0.060
H2 2.22842 -9.82868 -3.97206  -0.111
H3 2.81575 -8.46873 -5.79593  -0.134
H4 0.33909 -6.53035 -7.39980  -0.120
H5 0.75055 -5.18307 -5.70684  -0.122
H6 1.99064 -8.32782 -1.56634  0.069
H7 3.11181 -6.72081 -0.00535  0.093
H8 3.89381 -4.61499 -0.86057  0.092
H9 2.75828 -5.53978 -4.67056  0.050
C7 0.24131 -3.95412 -0.07642  -0.097
C8 0.56170 -3.86469 1.41222  -0.268
C9 -0.04035 -2.63877 2.09664  -0.230
C10 0.45132 -1.29768 1.55066  -0.228
C11 1.96492 -1.10088 1.60291  -0.263
C12 2.53213 -1.12800 3.01961  -0.107
H10 0.64968 -3.10596 -0.62872  0.070
H11 0.67614 -4.85207 -0.51341  0.056
H12 -0.83712 -3.97839 -0.24378  0.078
H13 1.64674 -3.87818 1.55340  0.094
H14 0.18130 -4.75926 1.91212  0.104
H15 0.16219 -2.69343 3.17075  0.098
H16 -1.12942 -2.67531 1.99503  0.108
H17 -0.03036 -0.49342 2.11807  0.094
H18 0.11489 -1.17890 0.51778  0.103
H19 2.20388 -0.13802 1.14340  0.102
H20 2.46378 -1.85865 0.99392  0.097
H21 2.06534 -0.35474 3.63554  0.056
H22 3.60787 -0.94668 3.01070  0.069
H23 2.36525 -2.09077 3.50420  0.066
C13 0.04175 2.87079 3.34323  -0.104
C14 1.20994 2.84770 4.32533  -0.267
C15 0.82911 2.33449 5.71260  -0.228
C16 -0.21879 3.17650 6.44156  -0.226
C17 0.16003 4.64392 6.62990  -0.275
C18 1.41676 4.84168 7.47366  -0.102
H24 -0.75103 3.54418 3.67284  0.065
H25 0.36758 3.20744 2.35862  0.071
H26 -0.38820 1.87377 3.22791  0.065
H27 1.64741 3.84767 4.39792  0.096
H28 1.99508 2.20255 3.92318  0.095
H29 1.73250 2.26276 6.32446  0.101
H30 0.44959 1.31223 5.61985  0.108
H31 -0.40342 2.72833 7.42286  0.109
H32 -1.16959 3.12229 5.90468  0.102
H33 -0.67610 5.15898 7.10989  0.103
H34 0.29368 5.12547 5.65713  0.086
H35 1.29405 4.39595 8.46284  0.076
H36 1.63477 5.90159 7.61063  0.050
H37 2.29143 4.38757 7.00610  0.068
C19 0.07810 8.25231 6.19816  -0.111
C20 1.20715 8.31289 5.17360  -0.264
C21 2.42310 9.10343 5.65244  -0.227
C22 2.15090 10.57729 5.95631  -0.231
C23 1.57441 11.37617 4.78899  -0.272
C24 2.49925 11.43683 3.57633  -0.112
H38 -0.31799 9.24277 6.42705  0.066
H39 -0.74789 7.64669 5.82431  0.069
H40 0.42718 7.80382 7.12976  0.062
H41 0.82981 8.73127 4.23668  0.100
H42 1.52936 7.29402 4.94163  0.096
H43 3.21526 9.02413 4.90321  0.102
H44 2.81877 8.63029 6.55678  0.108
H45 3.08795 11.04368 6.27619  0.108
H46 1.47153 10.65537 6.80950  0.100
H47 1.37279 12.39378 5.13290  0.103
H48 0.60834 10.96055 4.49061  0.097
H49 3.46130 11.87846 3.84365  0.074
H50 2.06236 12.04406 2.78292  0.068
H51 2.68818 10.44559 3.16253  0.065
C25 -6.66484 -3.82299 -10.00325  -0.115
C26 -6.37003 -2.91210 -8.81471  -0.274
C27 -5.03016 -2.18671 -8.92036  -0.236
C28 -3.80711 -3.10417 -8.96672  -0.232
C29 -3.66850 -4.05372 -7.77727  -0.274
C30 -3.50902 -3.34188 -6.43906  -0.123
H52 -5.92597 -4.61992 -10.09138  0.065
H53 -7.64329 -4.29448 -9.90041  0.066
H54 -6.66314 -3.25615 -10.93716  0.071
H55 -6.40737 -3.49428 -7.89078  0.098
H56 -7.16405 -2.16415 -8.73532  0.100
H57 -4.93540 -1.49567 -8.07856  0.098
H58 -5.03540 -1.56378 -9.82168  0.105
H59 -2.91025 -2.47936 -9.02718  0.107
H60 -3.82559 -3.69045 -9.89036  0.099
H61 -2.79679 -4.69128 -7.93644  0.088
H62 -4.52755 -4.72876 -7.73152  0.100
H63 -2.63155 -2.69131 -6.44862  0.076
H64 -3.37248 -4.06738 -5.63928  0.024
H65 -4.38152 -2.73032 -6.19499  0.062

=====

No. 2
C30H67NO34S9 | ωB97M-V with the def2-TZVPD basis set

Results
Net charge ... 0
Highest occupied orbital energy ... -7.69 eV
Spin multiplicity ... 1
SMILES ... CC1(C)CCCC(C)(C)N1O.CCOS(C)(=O)=O.CCOS(C)(=O)=O.CCOS(C)(=O)=O.O=S1(=O)OCCO1.O=S1(=O)OCCO1.O=S1(=O)OCCO1.O=S1(=O)OCCO1.O=S1(=O)OCCO1.O=S1(=O)OCCO1
Frontier orbital gap ... 7.400 eV

Last column: Löwdin charge in e.
Atoms and positions in Å:
C1 14.61890 8.52085 9.43578  -0.019
C2 13.99897 7.66803 10.59661  -0.461
C3 12.58027 7.21748 10.29707  -0.024
C4 14.91339 6.48987 10.89131  -0.140
C5 14.72523 5.74152 12.27530  -0.153
C6 14.80831 6.81326 13.33258  -0.156
C7 13.87297 8.06021 13.26806  -0.455
C8 12.45299 7.58604 13.54593  -0.033
C9 14.27531 9.10929 14.31061  -0.020
N1 13.98619 8.54242 11.84303  -0.145
O1 13.28427 9.66364 11.68375  -0.020
H1 14.02669 9.34043 9.02873  0.083
H2 15.54083 9.01894 9.73588  0.068
H3 14.86410 7.92651 8.55559  0.079
H4 12.45986 6.16242 10.54301  0.079
H5 11.86126 7.92067 10.71734  0.082
H6 12.36829 7.24639 9.22827  0.078
H7 14.77229 5.75458 10.09913  0.113
H8 15.94066 6.83835 10.99802  0.113
H9 13.72555 5.31247 12.34350  0.098
H10 15.53897 5.03486 12.43824  0.088
H11 15.75131 7.35150 13.42815  0.101
H12 14.76288 6.17956 14.21827  0.114
H13 12.36440 6.51710 13.35195  0.070
H14 11.67216 8.19328 13.08802  0.084
H15 12.24290 7.69437 14.60999  0.070
H16 14.25081 8.75233 15.34021  0.085
H17 13.69959 10.03346 14.25998  0.090
H18 15.28732 9.48885 14.16964  0.069
H19 13.94286 10.35704 11.76764  0.057
C10 22.47650 8.45893 12.97815  -0.058
C11 23.46040 8.57284 14.10095  -0.290
O2 22.79778 8.25327 15.32846  -0.277
S1 23.74646 7.46228 16.45960  0.739
C12 23.88907 5.77203 15.69791  -0.092
O3 25.12704 8.02783 16.53915  -0.313
O4 22.94679 7.25163 17.69960  -0.312
H20 21.53123 8.95982 13.18711  0.061
H21 22.19855 7.42811 12.75851  0.081
H22 22.93550 8.82332 12.05911  0.091
H23 24.33634 7.96992 13.86157  0.115
H24 23.82081 9.59675 14.20011  0.123
H25 22.85720 5.48567 15.49457  0.045
H26 24.24178 5.08759 16.46942  0.066
H27 24.38629 5.70525 14.73023  0.067
C13 12.15897 6.25568 18.30024  -0.036
C14 12.66726 5.14889 17.39452  -0.352
O5 13.09688 4.02948 18.05693  -0.232
S2 14.34597 3.18065 17.36574  0.710
C15 13.43727 2.41737 15.96010  -0.073
O6 15.37787 4.13794 16.90638  -0.322
O7 14.63888 2.13380 18.33498  -0.282
H28 11.72236 7.11379 17.78924  0.087
H29 12.91233 6.62494 18.99608  0.055
H30 11.50104 5.75950 19.01371  0.086
H31 11.80166 4.88981 16.78482  0.112
H32 13.39204 5.42555 16.62886  0.101
H33 12.79595 1.67472 16.43475  0.079
H34 14.18591 1.96969 15.30649  0.027
H35 12.84641 3.17752 15.44907  0.066
C16 18.23997 13.86949 14.42260  -0.054
C17 17.07907 13.30046 13.60043  -0.315
O8 17.62007 12.98065 12.36400  -0.265
S3 16.91322 11.68006 11.45651  0.768
C18 18.23760 10.40436 11.94830  -0.069
O9 15.61363 11.27697 11.95670  -0.303
O10 17.16226 11.90924 10.00134  -0.321
H36 18.47345 14.85313 14.01510  0.081
H37 19.14896 13.27533 14.32874  0.065
H38 17.99342 13.98604 15.47794  0.075
H39 16.66680 12.39252 14.04062  0.085
H40 16.21305 13.95759 13.52106  0.124
H41 18.44882 10.59491 13.00053  0.048
H42 19.11877 10.60711 11.33958  0.066
H43 17.88597 9.39811 11.72047  0.046
O11 16.34313 1.65405 14.13017  -0.257
S4 16.01971 0.25684 13.85673  0.788
O12 14.62513 -0.14514 13.47885  -0.254
O13 17.19208 -0.30013 12.81001  -0.193
C19 17.39628 -1.69012 13.07467  -0.184
C20 17.24923 -1.88647 14.57209  -0.210
O14 16.61894 -0.75011 15.07488  -0.189
H44 16.59746 -2.27096 12.61355  0.127
H45 18.38895 -2.08284 12.85448  0.138
H46 18.25185 -2.09422 14.94586  0.135
H47 16.52666 -2.68874 14.72162  0.135
O15 14.48487 8.57022 20.60838  -0.243
S5 15.61393 7.65940 20.54762  0.751
O16 16.22405 7.16960 21.83352  -0.268
O17 15.52468 6.46402 19.43653  -0.204
C21 16.59145 6.43105 18.53751  -0.168
C22 16.96149 7.90661 18.44357  -0.205
O18 16.78986 8.43589 19.70781  -0.192
H48 17.36387 5.83957 19.02908  0.117
H49 16.38212 6.02611 17.54740  0.106
H50 16.29374 8.51790 17.83651  0.136
H51 17.98957 8.15493 18.17994  0.102
O19 20.15921 2.41898 12.04309  -0.258
S6 20.05006 3.47916 11.03724  0.728
O20 21.23710 4.18124 10.64667  -0.224
O21 19.33175 2.94445 9.61516  -0.228
C23 18.16574 3.66331 9.27123  -0.150
C24 17.57831 3.93750 10.66279  -0.148
O22 18.72933 4.44434 11.32659  -0.226
H52 18.39916 4.49766 8.60980  0.140
H53 17.74754 2.80110 8.75182  0.139
H54 17.25674 3.09105 11.26960  0.134
H55 16.78130 4.68082 10.64375  0.102
O23 20.30119 6.95270 18.71675  -0.216
S7 20.31985 5.70687 19.42605  0.753
O24 19.52908 5.46276 20.64446  -0.228
O25 19.92706 4.48144 18.37209  -0.178
C25 20.91236 3.55467 18.31183  -0.262
C26 21.96936 3.75375 19.41745  -0.156
O26 21.89875 5.15290 19.60695  -0.208
H56 20.55852 2.52371 18.31635  0.136
H57 21.45556 3.57320 17.36701  0.107
H58 23.00395 3.49787 19.18884  0.140
H59 21.60948 3.30081 20.34127  0.127
O27 18.38815 7.63482 15.32641  -0.222
S8 18.76639 6.80908 14.20154  0.701
O28 19.12959 7.44689 12.97127  -0.232
O29 20.03917 5.80340 14.78745  -0.219
C27 19.65145 4.40826 14.77975  -0.126
C28 18.07206 4.46502 14.84971  -0.138
O30 17.84956 5.48829 13.93284  -0.234
H60 20.00743 3.95372 13.85522  0.088
H61 20.09869 3.81139 15.57463  0.109
H62 17.64395 4.66576 15.83182  0.115
H63 17.61011 3.62692 14.32790  0.112
O31 18.34146 12.39590 17.89279  -0.238
S9 18.59892 11.40611 16.83646  0.800
O32 17.44277 11.05537 15.94959  -0.277
O33 19.97972 11.73775 15.91712  -0.206
C29 20.75182 10.58453 15.76152  -0.196
C30 20.51916 9.76318 17.00149  -0.234
O34 19.25047 9.99354 17.46011  -0.196
H64 20.40773 10.10567 14.84479  0.114
H65 21.80179 10.86795 15.68854  0.140
H66 21.16938 10.12227 17.79921  0.144
H67 20.68614 8.69143 16.89394  0.107